Entry 1:
Entry from OMol25: a cluster of 3 separate species, C36H59FO12P2 in total in a non-equilibrium geometry (the ωB97M-V functional and the def2-TZVPD basis).

Geometry as XYZ:
```
110
Properties=species:S:1:pos:R:3:forces:R:3:lowdin_charge:R:1
C -0.823 -2.631 2.902 0.60 -0.65 -0.78 -0.136
C -1.312 -2.225 1.388 -1.18 0.11 -3.86 -0.187
C -1.662 -3.488 0.360 -0.37 4.27 -1.67 -0.033
C -2.140 -3.144 -1.203 1.01 2.29 3.17 -0.010
C -2.272 -1.578 -1.775 0.63 -0.68 2.94 -0.053
C -2.730 -1.318 -3.328 0.23 0.08 -0.43 -0.364
C -1.490 -0.632 -4.164 -0.03 0.37 0.26 -0.100
C -3.260 -2.683 -4.110 -0.66 0.78 0.62 -0.128
C -1.928 -0.332 -0.758 0.53 -3.61 2.00 -0.096
O -1.958 1.099 -1.102 -1.70 -2.38 0.26 -0.145
C -3.283 1.537 -1.566 -1.66 -0.41 -1.29 -0.110
C -3.736 3.023 -1.043 3.38 1.15 0.19 -0.249
C -5.128 3.705 -1.572 -1.63 -0.80 0.73 -0.093
C -6.359 2.662 -1.853 -4.17 -2.26 0.03 -0.129
C -7.764 2.877 -0.971 0.28 -3.22 -3.20 -0.012
C -9.054 1.871 -1.266 2.54 -0.43 -1.65 -0.070
C -9.020 0.650 -2.360 3.90 2.23 0.09 -0.077
C -7.642 0.420 -3.220 0.03 3.63 3.07 -0.064
C -6.386 1.440 -2.946 -1.91 0.48 1.49 -0.043
O -3.552 2.932 0.444 1.87 2.54 0.82 -0.006
C -2.436 3.789 0.966 1.24 1.42 3.69 -0.187
O -2.154 4.089 2.256 -2.24 -2.57 -9.36 0.014
O -1.652 4.349 -0.184 -3.52 -2.42 1.57 -0.003
C -2.661 4.284 -1.267 -2.42 2.00 -0.59 -0.203
C -2.251 4.702 -2.796 0.85 0.09 0.37 -0.066
C -0.834 4.092 -3.340 -0.17 -0.08 -2.17 -0.255
C -1.053 3.328 -4.812 0.67 -0.31 0.11 -0.070
F -0.192 3.088 -2.463 -1.61 2.31 -1.55 -0.095
C -1.454 -0.685 0.807 -0.42 -2.74 -1.47 0.058
H -1.691 -2.717 3.692 1.68 0.53 -1.71 0.086
H -0.353 -3.725 2.823 -1.06 2.37 0.10 0.080
H 0.062 -1.940 3.267 -2.07 -1.22 -0.68 0.083
H -1.557 -4.618 0.732 -0.28 2.83 -0.97 0.093
H -2.375 -4.096 -1.867 0.49 2.52 1.36 0.080
H -3.639 -0.552 -3.394 1.86 -1.69 0.45 0.110
H -0.476 -1.120 -3.841 -1.95 0.81 -0.81 0.097
H -1.684 -0.742 -5.325 0.48 0.17 2.38 0.088
H -1.398 0.524 -3.914 -0.26 -2.46 -0.42 0.054
H -2.458 -3.543 -4.148 -1.64 1.79 0.09 0.083
H -4.245 -3.014 -3.529 2.23 0.36 -1.32 0.093
H -3.590 -2.375 -5.205 0.83 -0.67 2.27 0.084
H -4.114 0.759 -1.238 1.70 1.68 -0.47 0.156
H -3.304 1.522 -2.759 0.18 0.28 2.41 0.122
H -5.492 4.435 -0.701 0.82 -1.73 -1.85 0.143
H -5.018 4.388 -2.523 0.27 -1.58 1.85 0.130
H -7.836 3.751 -0.173 0.10 -2.15 -1.89 0.093
H -10.069 2.043 -0.667 2.57 -0.39 -1.42 0.087
H -9.919 -0.082 -2.587 1.95 1.90 0.78 0.087
H -7.478 -0.418 -4.036 -0.58 1.93 1.97 0.089
H -5.392 1.277 -3.586 -2.46 0.35 1.50 0.078
H -3.369 5.196 -0.958 1.27 -1.84 -0.77 0.157
H -2.171 5.886 -2.826 -0.07 -2.56 0.14 0.137
H -3.107 4.427 -3.571 1.74 0.34 1.97 0.117
H -0.132 5.023 -3.578 -1.01 -2.36 1.14 0.147
H -2.180 3.136 -5.063 2.11 0.24 0.65 0.074
H -0.452 2.300 -4.779 -1.42 2.27 -0.05 0.085
H -0.605 3.947 -5.706 -0.86 -1.05 1.91 0.086
H -1.163 0.186 1.569 -0.81 -1.96 -2.08 0.108
C 3.602 -4.407 5.523 0.23 0.07 -0.06 -0.081
C 2.170 -4.682 5.931 -0.19 0.44 -0.15 -0.300
O 1.779 -5.997 5.577 0.77 0.55 0.45 -0.232
P 2.165 -7.260 6.580 -8.05 1.10 -5.19 0.738
O 1.308 -6.754 7.767 4.43 -1.03 1.10 -0.245
O 1.016 -8.330 6.017 1.59 -0.49 0.48 -0.228
C 0.050 -8.861 6.917 -0.52 0.11 0.13 -0.303
C -1.206 -7.995 6.942 -0.13 0.00 -0.06 -0.077
O 3.122 -7.824 5.254 1.27 -0.66 3.54 -0.196
C 4.529 -7.682 5.261 0.66 -0.07 -0.62 -0.315
C 5.177 -7.778 6.625 0.06 -0.35 -0.02 -0.092
H 4.294 -4.986 6.140 0.07 0.05 0.03 0.059
H 3.850 -3.348 5.647 -0.03 -0.12 0.00 0.082
H 3.772 -4.689 4.478 -0.10 0.12 0.15 0.083
H 2.032 -4.504 7.001 -0.06 -0.05 -0.03 0.106
H 1.508 -3.994 5.395 -0.04 -0.18 0.04 0.113
H 0.479 -8.979 7.912 -0.09 0.13 0.01 0.099
H -0.215 -9.866 6.570 0.19 0.16 -0.15 0.115
H -0.982 -6.929 7.023 0.16 -0.19 0.16 0.069
H -1.849 -8.279 7.782 0.06 0.02 -0.12 0.078
H -1.770 -8.123 6.016 0.01 -0.07 0.04 0.073
H 4.791 -6.747 4.765 0.01 0.12 0.10 0.095
H 4.929 -8.483 4.627 -0.15 0.05 0.06 0.124
H 4.735 -7.079 7.340 -0.02 0.21 0.03 0.060
H 6.247 -7.557 6.548 -0.16 -0.01 0.08 0.088
H 5.061 -8.786 7.037 0.01 0.10 -0.03 0.086
C 2.199 4.729 -1.632 -0.19 0.06 0.27 -0.081
C 3.007 3.802 -2.515 -0.50 -0.22 -0.17 -0.293
O 4.101 4.480 -3.107 -0.35 -0.10 0.89 -0.230
P 5.507 4.666 -2.247 -1.04 -1.63 -9.46 0.739
O 5.810 3.151 -2.157 0.16 2.25 4.10 -0.245
O 6.512 4.939 -3.550 0.23 0.81 1.48 -0.229
C 7.619 4.074 -3.776 0.08 -0.42 -0.31 -0.303
C 7.232 2.924 -4.700 0.01 -0.04 -0.14 -0.078
O 5.167 6.360 -2.347 1.73 -1.28 3.15 -0.198
C 4.656 7.066 -1.234 -0.39 0.80 0.12 -0.316
C 5.134 6.571 0.115 0.28 0.22 0.01 -0.092
H 2.766 4.997 -0.737 -0.01 0.03 0.06 0.064
H 1.269 4.252 -1.307 0.25 0.09 -0.01 0.063
H 1.953 5.657 -2.160 0.03 -0.15 0.00 0.078
H 3.344 2.927 -1.951 0.03 0.01 -0.07 0.111
H 2.372 3.442 -3.331 0.18 0.02 0.01 0.112
H 8.021 3.713 -2.829 -0.08 -0.13 -0.05 0.099
H 8.413 4.662 -4.250 -0.25 0.13 0.06 0.114
H 6.283 2.458 -4.421 0.19 0.08 0.22 0.070
H 8.011 2.153 -4.698 -0.08 0.11 -0.03 0.077
H 7.108 3.287 -5.722 0.08 0.02 0.03 0.073
H 3.566 7.069 -1.288 -0.07 -0.13 0.09 0.095
H 4.967 8.111 -1.354 0.04 -0.14 -0.07 0.123
H 4.956 5.501 0.247 -0.18 -0.13 0.01 0.061
H 4.614 7.106 0.916 0.08 -0.14 -0.07 0.088
H 6.210 6.742 0.228 -0.10 -0.02 -0.01 0.085
```
Positions in Å, forces in eV/Å.

Its highest occupied orbital energy is -8.09 eV. The calculation puts the largest force on an atom at 10.0 eV Å⁻¹. The value obtained for the lowest unoccupied orbital energy is -1.65 eV. Its frontier orbital gap is 6.44 eV.

---

Entry 2:
Entry from OMol25: a cluster of 7 separate species, C36H59IN3O18 in total in a non-equilibrium geometry (the ωB97M-V functional and the def2-TZVPD basis).

Geometry as XYZ:
```
117
Properties=species:S:1:pos:R:3:forces:R:3:lowdin_charge:R:1
C 0.772 7.005 -3.675 0.66 -0.49 0.06 -0.093
C 1.834 5.837 -4.030 1.98 -2.27 -0.26 -0.190
C 2.525 5.734 -5.438 0.91 -2.69 2.36 -0.016
C 3.531 4.555 -5.753 -1.79 0.55 3.78 -0.045
C 3.855 3.519 -4.631 -1.82 2.04 0.58 -0.041
C 3.227 3.605 -3.217 -1.31 2.60 -2.44 -0.146
C 3.581 2.574 -2.008 -0.02 1.01 -1.40 -0.097
N 2.335 1.880 -1.481 -1.97 -1.90 0.17 -0.037
C 1.907 0.722 -2.269 -3.73 -0.93 2.28 0.056
C 0.607 -0.088 -1.880 2.20 3.85 1.92 0.048
C -0.217 0.364 -0.612 3.14 1.25 -1.50 -0.069
C -1.542 -0.462 -0.288 0.80 -0.58 -0.28 -0.122
C -1.737 -0.853 1.243 -2.66 1.52 0.99 -0.210
N -2.826 -0.377 1.835 3.15 -1.35 -1.26 0.072
C 0.319 1.580 0.174 0.59 -1.00 -2.41 -0.021
C -0.431 2.114 1.474 1.36 -0.67 0.19 -0.159
C 0.340 1.464 2.761 -0.13 1.17 0.38 -0.270
C 0.061 2.460 4.007 -0.48 -0.84 -0.19 -0.569
I 1.528 4.116 4.034 -0.75 -0.91 -0.09 0.855
C 1.625 2.312 -0.306 -1.79 -1.57 -0.01 -0.122
N 2.074 3.451 0.499 -0.01 -2.05 -1.89 0.093
C 2.202 4.771 -2.938 1.88 -0.69 -2.92 0.013
H -0.278 6.554 -3.518 1.66 0.72 -0.50 0.087
H 0.778 7.801 -4.508 -0.15 -1.38 1.32 0.084
H 1.047 7.526 -2.680 -0.26 -0.90 -1.65 0.087
H 2.305 6.521 -6.250 0.34 -1.42 1.51 0.102
H 4.051 4.457 -6.776 -1.02 0.24 1.88 0.100
H 4.585 2.667 -4.868 -1.21 1.46 0.41 0.096
H 4.251 1.729 -2.391 -0.78 1.47 0.68 0.135
H 4.070 3.189 -1.185 -0.59 -1.23 -0.98 0.127
H 2.509 0.380 -3.187 -0.94 1.03 1.68 0.146
H 0.280 -0.965 -2.525 0.58 1.41 0.95 0.107
H -1.468 -1.452 -0.883 0.04 1.54 0.92 0.121
H -2.444 0.089 -0.749 1.28 -0.70 1.23 0.145
H -1.008 -1.506 1.844 -0.74 0.85 -1.45 0.133
H -2.847 -0.675 2.824 0.00 -0.02 -0.55 0.055
H -0.302 3.243 1.571 -0.17 -1.47 -0.39 0.099
H -1.543 1.828 1.517 1.80 0.39 -0.34 0.106
H -0.030 0.391 2.968 0.63 1.78 -0.26 0.100
H 1.484 1.477 2.611 -1.84 -0.37 0.03 0.083
H 0.157 1.957 5.023 -0.12 0.71 -1.46 0.054
H -0.961 2.954 3.892 1.43 -0.63 0.33 0.054
H 2.614 4.133 -0.055 -0.26 -0.55 0.57 0.075
H 2.615 3.098 1.305 -0.47 0.55 -0.34 0.057
H 1.764 4.786 -1.877 0.42 0.34 -1.93 0.085
C 2.404 11.077 4.539 0.07 0.36 -0.30 -0.045
O 2.197 10.215 5.657 -0.02 -0.52 -0.02 0.003
C 2.204 8.908 5.353 -0.03 0.14 0.21 -0.596
O 2.365 8.435 4.253 -0.06 0.12 0.38 0.109
O 2.001 8.216 6.486 0.10 0.32 -0.32 0.003
C 1.984 6.802 6.310 -0.08 -0.32 0.08 -0.109
H 2.378 12.105 4.901 -0.04 -0.23 0.21 0.096
H 3.381 10.894 4.086 -0.18 -0.09 -0.04 0.098
H 1.607 10.951 3.802 0.17 -0.11 0.02 0.097
H 2.945 6.449 5.928 -0.13 0.06 -0.10 0.080
H 1.171 6.507 5.645 0.18 0.13 0.01 0.014
H 1.813 6.345 7.286 0.02 0.29 -0.01 0.098
C -4.222 7.835 2.840 0.20 0.45 0.08 -0.043
O -5.024 6.693 2.543 0.12 -0.53 0.11 0.003
C -4.508 5.531 2.971 -0.24 0.13 -0.10 -0.599
O -3.463 5.393 3.560 -0.30 -0.04 -0.24 0.110
O -5.357 4.547 2.628 0.26 0.36 0.06 0.003
C -4.934 3.244 3.023 0.01 -0.39 0.11 -0.046
H -4.735 8.714 2.449 -0.14 -0.29 -0.04 0.096
H -4.106 7.954 3.920 0.11 -0.11 -0.13 0.100
H -3.247 7.759 2.353 -0.05 -0.08 0.18 0.097
H -4.846 3.180 4.110 0.14 0.06 -0.13 0.100
H -3.987 2.984 2.542 -0.02 0.08 0.15 0.081
H -5.693 2.533 2.695 -0.03 0.29 -0.07 0.097
C 1.334 -3.657 -0.930 0.26 0.11 -0.24 -0.044
O 0.385 -4.069 0.052 -0.11 -0.11 0.02 -0.012
C 0.211 -5.402 0.125 -0.30 -0.25 0.36 -0.567
O 0.775 -6.227 -0.552 -0.06 1.11 0.88 0.093
O -0.698 -5.651 1.078 0.44 0.42 -0.46 0.008
C -0.986 -7.038 1.266 -0.15 -0.65 0.13 -0.023
H 1.393 -2.567 -0.900 -0.16 -0.13 0.24 0.065
H 2.323 -4.062 -0.706 -0.14 -0.08 -0.13 0.104
H 1.010 -3.957 -1.929 0.12 -0.13 0.11 0.103
H -0.090 -7.579 1.578 -0.08 0.05 -0.14 0.104
H -1.403 -7.472 0.354 0.16 0.07 0.04 0.096
H -1.731 -7.120 2.058 0.12 0.29 -0.07 0.094
C -1.821 -8.953 5.574 -0.23 0.35 0.02 -0.049
O -1.180 -10.208 5.788 0.32 -0.14 -0.26 0.003
C -0.207 -10.488 4.905 -0.01 -0.22 0.17 -0.598
O 0.144 -9.784 3.989 -0.16 -0.18 0.29 0.109
O 0.306 -11.688 5.219 -0.28 0.47 -0.03 0.003
C 1.359 -12.118 4.358 0.36 -0.22 -0.24 -0.044
H -2.585 -8.834 6.342 0.17 -0.26 0.00 0.095
H -1.104 -8.133 5.669 -0.04 -0.10 -0.16 0.097
H -2.307 -8.929 4.596 0.18 0.04 0.04 0.093
H 2.203 -11.426 4.405 -0.17 0.01 -0.12 0.098
H 1.000 -12.221 3.332 0.07 0.16 0.09 0.099
H 1.696 -13.095 4.706 -0.24 0.14 0.16 0.096
C -2.202 -9.492 -5.468 -0.35 -0.03 -0.25 -0.049
O -0.939 -9.617 -4.817 0.09 0.21 0.36 -0.001
C -0.841 -8.930 -3.666 0.33 -0.15 0.03 -0.599
O -1.707 -8.248 -3.171 0.26 -0.21 -0.19 0.113
O 0.386 -9.134 -3.163 -0.50 -0.21 -0.37 0.006
C 0.631 -8.457 -1.929 0.11 0.03 0.00 -0.052
H -2.166 -10.085 -6.382 0.26 0.00 0.18 0.094
H -3.002 -9.880 -4.834 0.07 0.19 -0.01 0.098
H -2.395 -8.451 -5.738 -0.05 -0.09 0.17 0.096
H -0.057 -8.806 -1.155 -0.02 0.14 -0.14 0.092
H 0.552 -7.383 -2.059 -0.17 -0.48 -0.22 0.067
H 1.649 -8.692 -1.615 -0.10 -0.11 -0.25 0.103
C -0.079 2.832 -6.759 0.33 0.59 -0.04 -0.048
O -0.997 1.786 -7.062 -0.05 -0.39 0.18 0.014
C -0.794 0.684 -6.335 -0.42 -0.01 -0.38 -0.604
O 0.069 0.548 -5.503 -0.07 -0.20 0.11 0.094
O -1.709 -0.232 -6.690 0.36 0.39 0.16 0.010
C -1.607 -1.467 -5.985 -0.03 -0.42 0.11 -0.044
H -0.320 3.684 -7.396 -0.18 -0.26 -0.03 0.098
H -0.175 3.142 -5.716 0.13 -0.14 -0.07 0.094
H 0.945 2.520 -6.976 -0.10 -0.01 0.18 0.094
H -1.758 -1.313 -4.914 0.13 0.02 -0.09 0.088
H -0.642 -1.941 -6.175 -0.05 0.12 0.13 0.099
H -2.394 -2.127 -6.353 0.03 0.28 -0.11 0.099
```
Positions in Å, forces in eV/Å.

Its highest occupied orbital energy is -11.36 eV. The calculation puts the largest force on an atom at 4.8 eV Å⁻¹. The value obtained for the lowest unoccupied orbital energy is -3.85 eV. Its frontier orbital gap is 7.51 eV. As for the charge: +1.